1 | Formula: C14H21N7
Source: the OMol25 dataset
Level of theory: wB97M-V/def2-TZVPD

Element x y z (Å)
C 2.487 -1.656 -6.027
C 1.586 -1.715 -4.874
N 0.863 -1.718 -3.984
H 2.102 -0.858 -6.606
H 2.471 -2.630 -6.539
H 3.515 -1.502 -5.713
C 0.498 0.032 -1.677
C -0.104 0.346 -0.411
N -0.712 0.455 0.547
H 1.575 0.259 -1.643
H 0.033 0.669 -2.472
H 0.314 -1.004 -1.928
C -5.544 -2.620 0.905
C -5.031 -2.075 -0.326
N -4.535 -1.503 -1.193
H -4.721 -2.891 1.555
H -6.131 -3.543 0.889
H -6.191 -1.985 1.475
C -3.717 2.010 2.279
C -3.870 0.965 3.240
N -4.018 0.193 4.087
H -3.962 1.705 1.269
H -2.691 2.364 2.340
H -4.409 2.823 2.661
C 2.280 2.209 0.691
C 3.388 1.414 1.189
N 4.249 0.747 1.602
H 2.133 2.977 1.407
H 1.394 1.629 0.697
H 2.300 2.747 -0.294
C -0.860 0.457 5.038
C -0.784 1.782 4.465
N -0.864 2.837 4.006
H 0.129 -0.002 5.225
H -1.450 -0.183 4.302
H -1.447 0.470 5.944
C 4.971 -0.478 -1.540
C 4.883 -0.597 -2.967
N 4.814 -0.590 -4.125
H 5.873 -0.992 -1.172
H 4.264 -1.141 -1.062
H 4.920 0.595 -1.261

Summary:
**Multiplicity**: 1
**Structure (SMILES)**: CC#N.CC#N.CC#N.CC#N.CC#N.CC#N.CC#N
**Total charge**: 0
**HOMO**: -11.3 eV
**Orbital gap**: 11.8228 eV
**LUMO level**: 0.5138 eV

---

2 | Formula: C14H21N7
Source: the OMol25 dataset
Level of theory: wB97M-V/def2-TZVPD

Element x y z (Å)
C -2.174 4.275 0.868
C -2.135 5.677 1.250
N -2.094 6.790 1.512
H -2.260 4.137 -0.207
H -3.021 3.767 1.329
H -1.260 3.807 1.236
C -3.885 -2.534 0.828
C -4.383 -2.656 2.192
N -4.774 -2.732 3.267
H -4.196 -3.419 0.279
H -2.817 -2.333 0.836
H -4.360 -1.656 0.383
C 3.495 1.013 -1.371
C 3.924 2.392 -1.548
N 4.226 3.491 -1.632
H 3.080 0.912 -0.370
H 4.319 0.310 -1.486
H 2.725 0.672 -2.062
C -0.228 0.258 -0.241
C 0.879 -0.224 0.589
N 1.743 -0.610 1.241
H -0.332 1.317 0.005
H -1.144 -0.248 0.047
H -0.008 0.103 -1.290
C 5.024 -0.362 1.820
C 5.193 -1.377 2.854
N 5.313 -2.189 3.655
H 4.217 0.288 2.175
H 4.820 -0.704 0.820
H 5.882 0.308 1.936
C 0.654 -3.766 -0.281
C -0.267 -2.967 -1.079
N -0.949 -2.347 -1.762
H 0.138 -4.344 0.485
H 1.347 -3.092 0.223
H 1.153 -4.480 -0.934
C -2.757 0.228 -2.995
C -3.382 0.793 -1.789
N -3.903 1.245 -0.870
H -3.045 0.825 -3.858
H -3.087 -0.802 -3.104
H -1.672 0.231 -2.953

Summary:
**Multiplicity**: 1
**Structure (SMILES)**: CC#N.CC#N.CC#N.CC#N.CC#N.CC#N.CC#N
**Total charge**: 0
**HOMO**: -11.7 eV
**Orbital gap**: 11.4774 eV
**LUMO level**: -0.2315 eV

---

The structure with the least stability is 1.

---

1 | Formula: C8H17N
Source: the OMol25 dataset
Level of theory: wB97M-V/def2-TZVPD

Element x y z (Å)
C -2.146 1.365 -0.290
C -1.650 -1.130 0.125
C -1.067 0.363 -0.704
N -0.973 0.088 -1.987
H -0.036 -0.030 -2.360
H -1.854 2.341 -0.683
H -3.108 1.103 -0.727
H -2.602 -1.152 -0.400
H -1.859 -0.998 1.186
H -1.116 -2.045 -0.115
H -2.265 1.425 0.792
C 1.607 -1.408 -0.330
C 0.918 -0.864 2.051
C 1.401 1.602 -0.770
C 0.876 -0.514 0.602
C 0.496 0.797 0.150
H 0.158 1.414 0.982
H 2.655 -1.099 -0.407
H 1.622 -2.447 0.002
H 0.286 -0.216 2.656
H 1.944 -0.758 2.425
H 0.661 -1.913 2.212
H 1.167 -1.327 -1.335
H 1.466 1.126 -1.750
H 0.996 2.603 -0.923
H 2.425 1.674 -0.404

Summary:
**Multiplicity**: 1
**Total charge**: 0
**HOMO (alpha / beta)**: -8.6 / -6.4 eV
**Orbital gap (alpha / beta)**: 9.4776 / 5.7140 eV
**LUMO level (alpha / beta)**: 0.8536 / -0.6367 eV

---

2 | Formula: C8H17N
Source: the OMol25 dataset
Level of theory: wB97M-V/def2-TZVPD

Element x y z (Å)
C -1.378 1.106 0.132
C -1.097 0.267 -1.062
C 0.443 -1.321 -1.923
C 2.194 -0.982 0.300
C 0.303 -0.051 1.750
C -2.538 0.606 0.979
N -0.062 -0.710 -0.706
C 0.954 -0.087 0.180
C 1.117 1.318 -0.152
H -1.366 2.185 0.032
H -0.786 0.900 -1.912
H -1.973 -0.306 -1.386
H 0.988 -0.610 -2.567
H -0.409 -1.699 -2.490
H 1.086 -2.168 -1.697
H 2.741 -1.057 -0.638
H 1.883 -1.980 0.608
H 2.879 -0.576 1.043
H -2.514 0.992 2.002
H -0.154 0.873 2.086
H 1.229 -0.096 2.320
H -0.332 -0.904 1.975
H -2.576 -0.482 1.013
H -3.478 0.941 0.529
H 0.852 2.256 0.311
H 1.995 1.586 -0.728

Summary:
**Multiplicity**: 1
**Total charge**: 0
**HOMO (alpha / beta)**: -8.0 / -7.6 eV
**Orbital gap (alpha / beta)**: 8.8229 / 7.9580 eV
**LUMO level (alpha / beta)**: 0.8042 / 0.3172 eV

---

The structure with the least stability is 2.

---

1 | Formula: C3H4O2S2
Source: the OMol25 dataset
Level of theory: wB97M-V/def2-TZVPD

Element x y z (Å)
C -1.748 -0.458 0.264
O -1.089 0.650 -0.375
C 0.281 0.800 -0.341
S 0.908 2.313 -0.280
C 1.150 -0.441 -0.403
O 0.716 -1.521 -0.700
S 2.893 -0.210 0.017
H -1.356 -1.417 0.062
H -1.838 -0.268 1.359
H -2.753 -0.398 -0.204
H 2.836 0.948 0.603

Summary:
**Multiplicity**: 1
**Structure (SMILES)**: COC(=S)C(=O)S
**Total charge**: 0
**HOMO**: -9.3 eV
**Orbital gap**: 7.9267 eV
**LUMO level**: -1.3980 eV

---

2 | Formula: C3H4O2S2
Source: the OMol25 dataset
Level of theory: wB97M-V/def2-TZVPD

Element x y z (Å)
O -1.621 1.169 0.178
C -1.918 0.113 -0.365
S -0.891 -1.256 -0.498
C 0.501 -0.803 0.591
C 1.522 0.185 -0.083
O 1.027 1.339 -0.545
S 3.082 -0.268 -0.302
H -2.870 0.040 -0.897
H 0.069 -0.207 1.406
H 1.023 -1.700 0.903
H 0.077 1.388 -0.388

Summary:
**Multiplicity**: 1
**Structure (SMILES)**: O=CSCC(O)=S
**Total charge**: 0
**HOMO**: -8.9 eV
**Orbital gap**: 8.9254 eV
**LUMO level**: 0.0636 eV

---

3 | Formula: C3H4O2S2
Source: the OMol25 dataset
Level of theory: wB97M-V/def2-TZVPD

Element x y z (Å)
C -0.986 1.366 0.284
O -1.044 0.446 -0.830
C -0.157 -0.492 -0.879
S -0.173 -1.583 -2.128
C 0.573 -0.814 0.518
O -0.090 -0.808 1.568
S 2.316 -1.018 0.425
H -1.128 0.735 1.294
H -0.006 1.678 0.448
H -1.622 2.281 0.218
H 2.319 -1.793 -0.918

Summary:
**Multiplicity**: 1
**Structure (SMILES)**: COC(=S)C(=O)S
**Total charge**: 0
**HOMO**: -9.3 eV
**Orbital gap**: 8.4223 eV
**LUMO level**: -0.8286 eV

---

The structure with the least stability is 3.